# C38H55N3O4P2S3Si2TeTi

A structure of composition C38H55N3O4P2S3Si2TeTi at a distorted geometry (ωB97M-V with the def2-TZVPD basis set, the Open Molecules 2025 dataset).

Structure (XYZ):
```
109
Properties=species:S:1:pos:R:3:forces:R:3
Ti -1.463 0.408 0.184 0.77 -3.38 -2.81
S -2.304 -1.453 -1.251 -0.66 -0.48 1.14
P 0.978 -0.909 -0.408 0.43 -0.58 0.22
C -0.041 -0.742 1.032 0.93 -0.06 1.07
P 0.239 -1.219 2.668 -0.32 -0.01 0.20
S -1.121 -0.743 4.050 -0.31 0.08 0.04
C 1.770 -0.582 3.478 0.00 0.22 -0.03
C 2.435 0.527 2.965 -0.07 -0.06 -0.13
C 3.497 1.100 3.648 0.12 0.08 0.17
C 3.897 0.584 4.873 -0.08 -0.03 -0.04
C 3.205 -0.492 5.418 0.07 -0.01 0.08
C 2.145 -1.061 4.735 -0.01 -0.07 -0.22
C 0.359 -3.056 2.883 0.11 -0.01 -0.39
C -0.835 -3.743 2.644 0.00 0.03 0.20
C -0.902 -5.118 2.767 0.00 -0.02 0.02
C 0.234 -5.841 3.122 0.08 0.02 0.01
C 1.432 -5.174 3.317 0.04 -0.13 0.05
C 1.498 -3.792 3.189 -0.15 0.14 0.11
C 1.173 -2.682 -0.945 -0.29 0.10 0.03
C 0.506 -3.740 -0.345 -0.08 0.05 -0.07
C 0.828 -5.054 -0.659 -0.01 -0.07 0.00
C 1.788 -5.325 -1.623 0.04 0.03 -0.03
C 2.393 -4.270 -2.298 0.04 -0.07 -0.05
C 2.089 -2.962 -1.960 -0.08 0.04 0.05
C 2.777 -0.884 0.094 -0.06 0.33 0.14
C 3.263 -1.739 1.083 0.08 -0.06 -0.21
C 4.597 -1.731 1.448 0.07 -0.08 0.05
C 5.485 -0.865 0.821 -0.05 0.02 -0.06
C 5.021 -0.027 -0.183 0.18 0.05 0.01
C 3.679 -0.035 -0.540 -0.13 -0.13 -0.01
H 2.121 0.938 2.013 -0.01 -0.03 -0.01
H 4.015 1.954 3.228 -0.03 -0.01 -0.06
H 4.728 1.023 5.413 0.00 0.03 -0.03
H 3.483 -0.876 6.393 0.02 -0.01 -0.02
H 1.577 -1.869 5.177 0.01 0.00 0.05
H -1.712 -3.170 2.362 -0.02 -0.03 0.02
H -1.836 -5.633 2.579 -0.01 0.02 0.01
H 0.187 -6.917 3.243 -0.01 -0.01 -0.06
H 2.329 -5.729 3.569 -0.02 -0.01 0.00
H 2.442 -3.286 3.350 -0.01 -0.06 0.05
H -0.272 -3.521 0.369 0.03 0.02 -0.04
H 0.333 -5.865 -0.137 -0.02 0.02 -0.02
H 2.068 -6.347 -1.852 -0.06 -0.01 -0.02
H 3.113 -4.471 -3.084 0.01 0.00 0.02
H 2.579 -2.142 -2.476 0.05 -0.01 0.01
H 2.577 -2.436 1.546 0.10 0.03 -0.10
H 4.953 -2.398 2.225 -0.03 0.00 0.02
H 6.531 -0.853 1.102 0.00 0.00 0.01
H 5.712 0.637 -0.692 -0.03 0.02 0.00
H 3.326 0.619 -1.329 0.04 -0.04 0.04
O -0.901 2.243 -0.575 0.34 0.87 0.51
S -2.325 2.667 -0.884 -1.08 3.15 -0.44
O -2.718 3.736 0.020 -0.08 0.07 0.33
O -3.127 1.428 -0.621 -0.26 -0.10 0.60
O -2.461 3.066 -2.277 0.16 0.15 0.26
C -3.964 0.059 -4.427 0.39 -0.02 -0.02
Si -2.257 0.036 -5.273 -0.64 -0.21 -0.94
C -2.590 -0.725 -7.005 0.22 0.01 0.18
C -1.757 1.837 -5.629 0.11 -0.29 0.18
C -0.997 -0.933 -4.257 -0.37 0.38 0.00
Te -1.356 0.423 -2.546 1.99 -0.74 -1.03
C 0.741 1.228 -3.080 -0.64 0.42 0.49
Si 1.512 2.753 -2.266 0.62 0.01 -0.77
C 0.669 4.393 -2.702 -0.03 -0.28 0.20
C 3.195 2.921 -3.198 -0.11 0.03 0.17
C 2.044 2.722 -0.437 -0.55 -0.06 -0.09
H -4.816 -0.032 -5.107 0.11 -0.03 -0.16
H -4.051 0.994 -3.871 -0.12 -0.03 0.04
H -4.002 -0.753 -3.697 -0.12 0.03 0.04
H -3.306 -0.106 -7.553 -0.02 0.03 0.03
H -3.010 -1.731 -6.926 0.01 -0.02 0.03
H -1.679 -0.791 -7.607 0.02 -0.01 -0.01
H -2.456 2.302 -6.329 -0.08 -0.11 -0.03
H -0.754 1.928 -6.053 0.02 -0.03 0.00
H -1.791 2.400 -4.695 0.03 0.13 -0.04
H 0.025 -0.934 -4.634 0.06 0.15 0.11
H -1.299 -1.949 -4.007 -0.14 0.03 0.09
H 0.672 1.392 -4.160 0.10 0.12 -0.02
H 1.357 0.347 -2.898 0.06 0.00 -0.03
H 0.785 4.632 -3.762 0.02 -0.11 -0.02
H 1.095 5.219 -2.125 0.08 -0.06 0.02
H -0.392 4.341 -2.481 -0.26 0.04 0.01
H 3.039 3.033 -4.275 -0.05 -0.02 -0.01
H 3.846 2.054 -3.050 -0.02 -0.03 0.01
H 3.741 3.804 -2.849 0.01 0.03 0.02
H 1.677 1.815 0.046 0.02 0.02 0.05
H 1.577 3.559 0.086 -0.02 0.05 -0.01
H 3.126 2.775 -0.300 -0.02 0.01 -0.13
C -4.219 -0.014 1.821 0.11 0.04 0.06
N -4.161 1.386 2.220 0.38 0.09 -0.44
C -5.236 2.193 1.655 -0.07 0.05 0.03
C -2.925 1.995 2.328 -0.07 0.02 0.67
N -1.825 1.477 1.881 -0.88 0.63 0.45
N -2.930 3.162 3.047 0.08 -0.02 -0.01
C -3.867 3.397 4.120 0.05 0.02 0.02
C -1.767 4.023 3.003 -0.12 -0.08 -0.06
H -5.190 -0.407 2.134 0.03 -0.04 0.00
H -3.435 -0.559 2.345 0.06 -0.09 0.03
H -4.119 -0.161 0.740 -0.08 0.04 0.08
H -5.349 1.982 0.589 0.06 -0.02 -0.01
H -4.997 3.249 1.758 -0.06 -0.02 -0.04
H -6.179 1.969 2.166 0.02 0.02 0.03
H -1.003 1.971 2.204 0.06 -0.15 0.14
H -4.499 2.523 4.253 -0.01 0.04 0.00
H -4.495 4.272 3.914 -0.02 -0.03 0.04
H -3.323 3.577 5.054 -0.02 -0.01 0.00
H -1.436 4.103 1.968 0.06 0.04 -0.01
H -0.953 3.656 3.645 -0.01 0.03 0.00
H -2.063 5.013 3.352 0.04 0.01 -0.03
```
Positions in Å, forces in eV/Å.

Summary:
* HOMO (spin up / spin down): -0.6 / -0.6 eV
* F_max: 4.47 eV/A
* energy relative to the best compared isomer or geometry (same formula, charge and spin): 78.2 kcal per mole
* total charge: -2
* total energy: -5520.12682 a.u.

Results of the Löwdin charge analysis, in e, for atoms 1 through 5:
1. Ti 0.420
2. S -0.020
3. P 0.894
4. C -0.702
5. P 0.412

# C3H3NO2

A cluster of 2 separate species, C3H3NO2 in total at a distorted geometry (ωB97M-V with the def2-TZVPD basis set, the Open Molecules 2025 dataset).

Structure (XYZ):
```
9
Properties=species:S:1:pos:R:3:forces:R:3
C -0.375 -0.444 -0.132 -0.22 -1.72 0.89
C -1.273 0.669 0.244 1.70 1.74 -1.02
C 0.984 0.317 -0.102 1.00 -0.82 -0.39
N -0.650 -1.658 0.019 0.15 0.22 -0.35
O -2.109 1.383 -0.107 -0.29 -0.43 0.58
O 1.954 -0.114 0.530 -0.85 0.21 -0.55
H 0.187 -2.233 -0.112 -0.03 0.01 0.13
H 0.148 1.194 0.706 -1.37 0.33 0.29
H 1.134 0.886 -1.047 -0.09 0.46 0.42
```
Positions in Å, forces in eV/Å.

Summary:
* HOMO (spin up / spin down): -9.8 / -9.8 eV
* F_max: 2.64 eV/A
* energy relative to the best compared isomer or geometry (same formula, charge and spin): 118.2 kcal per mole
* total energy: -321.18921 a.u.

Results of the Löwdin charge analysis, in e, for atoms 1 through 5:
1. C -0.329
2. C -0.118
3. C -0.371
4. N 0.195
5. O 0.216

# C31H55BIrN7

A structure of composition C31H55BIrN7 at a distorted geometry (ωB97M-V with the def2-TZVPD basis set, the Open Molecules 2025 dataset).

Structure (XYZ):
```
95
Properties=species:S:1:pos:R:3:forces:R:3
Ir -0.135 -0.289 -0.175 -0.32 -0.73 0.63
C 0.227 -2.793 2.634 0.00 -0.02 0.02
C -1.153 -2.819 1.973 0.02 0.03 0.01
C -1.994 -3.951 2.555 -0.06 0.00 -0.04
C -1.836 -1.493 2.133 -0.06 -0.02 -0.09
C -2.823 -1.141 3.059 0.04 0.04 0.05
C -3.094 0.197 2.834 -0.07 -0.04 -0.04
C -4.084 1.078 3.539 -0.01 -0.03 0.05
C -3.790 1.115 5.040 0.00 0.03 0.00
C -5.511 0.593 3.275 -0.01 0.01 -0.01
N -2.320 0.598 1.811 0.15 -0.01 -0.06
N -1.550 -0.430 1.381 -0.10 0.15 0.17
B -2.079 1.973 1.170 -0.08 0.12 -0.09
N -2.290 1.859 -0.360 -0.03 0.01 0.00
N -1.448 1.061 -1.068 -0.07 0.22 0.05
C -1.710 1.226 -2.360 -0.02 -0.14 -0.05
C -2.762 2.137 -2.494 0.01 0.04 0.01
C -3.103 2.518 -1.211 0.00 0.03 0.01
C -4.193 3.483 -0.831 0.03 -0.01 0.02
C -3.652 4.803 -0.275 0.01 0.00 0.00
C -5.251 2.867 0.086 -0.02 -0.01 -0.02
C -0.938 0.505 -3.423 0.01 0.01 -0.02
C -1.688 0.492 -4.750 -0.02 -0.02 0.00
C 0.451 1.128 -3.588 0.00 0.02 0.01
N -0.609 2.361 1.404 0.03 -0.17 0.08
N 0.342 1.519 0.932 0.19 0.10 -0.26
C 1.529 2.071 1.180 -0.01 -0.10 0.04
C 1.337 3.284 1.850 0.02 0.01 0.04
C -0.032 3.432 1.978 -0.02 0.06 -0.07
C -0.791 4.564 2.605 0.01 0.03 0.04
C -0.547 5.864 1.836 -0.01 0.00 -0.01
C -0.405 4.720 4.077 -0.02 -0.01 0.01
C 2.824 1.431 0.767 0.00 0.02 0.01
C 3.996 2.383 0.985 0.00 0.04 -0.07
C 3.073 0.119 1.512 0.01 0.00 0.05
H 0.710 -3.769 2.552 0.00 0.00 0.00
H 0.874 -2.054 2.167 0.00 0.05 -0.02
H 0.130 -2.547 3.694 0.00 -0.02 0.00
H -1.027 -2.984 0.900 0.05 0.00 -0.01
H -2.072 -3.861 3.641 0.00 -0.01 0.00
H -3.004 -3.959 2.143 0.01 0.00 -0.01
H -1.529 -4.914 2.337 0.01 0.00 0.01
H -3.278 -1.780 3.796 0.00 0.01 0.00
H -3.983 2.090 3.147 0.01 -0.02 -0.01
H -3.903 0.123 5.481 0.00 0.00 0.00
H -2.772 1.454 5.235 0.00 0.00 0.00
H -4.481 1.790 5.548 -0.01 -0.01 0.00
H -5.650 -0.416 3.669 0.00 0.00 0.00
H -6.235 1.250 3.761 0.00 0.00 0.00
H -5.730 0.569 2.207 0.00 0.00 0.00
H -2.804 2.791 1.632 -0.02 -0.02 -0.01
H -3.222 2.480 -3.405 -0.01 -0.02 0.00
H -4.686 3.711 -1.781 0.01 0.01 0.00
H -3.195 4.664 0.704 -0.01 0.01 -0.01
H -2.900 5.228 -0.942 -0.01 0.00 -0.01
H -4.462 5.528 -0.170 0.00 -0.01 0.01
H -4.848 2.655 1.075 0.00 0.01 0.00
H -6.091 3.555 0.205 0.00 0.00 0.00
H -5.633 1.933 -0.330 0.00 0.00 0.00
H -0.814 -0.525 -3.076 0.01 0.02 0.01
H -1.811 1.504 -5.142 0.01 0.00 0.00
H -1.130 -0.084 -5.490 0.00 0.01 0.00
H -2.679 0.046 -4.648 0.00 0.00 0.01
H 0.363 2.161 -3.932 0.00 0.00 0.00
H 0.993 1.122 -2.642 0.00 -0.01 0.00
H 1.037 0.572 -4.323 0.00 0.02 -0.01
H 2.095 3.968 2.189 -0.01 -0.01 0.01
H -1.856 4.332 2.558 0.02 -0.02 -0.01
H 0.506 6.148 1.889 0.00 0.00 0.00
H -0.813 5.756 0.784 0.00 0.00 0.00
H -1.140 6.678 2.259 0.01 0.00 0.01
H 0.654 4.970 4.174 0.00 0.00 0.00
H -0.985 5.519 4.543 0.01 0.01 0.00
H -0.583 3.798 4.632 0.00 0.00 0.00
H 2.746 1.210 -0.303 -0.03 -0.06 0.01
H 4.121 2.607 2.047 0.01 0.00 0.00
H 4.921 1.927 0.632 0.00 -0.01 0.01
H 3.860 3.326 0.453 -0.01 0.00 0.00
H 3.131 0.300 2.588 0.01 0.00 -0.01
H 2.279 -0.598 1.323 -0.03 -0.01 -0.01
H 4.016 -0.327 1.187 0.01 0.01 0.01
C 1.647 -3.866 -0.827 0.00 -0.05 0.04
C 0.787 -2.904 -1.647 0.03 -0.17 0.11
C 1.553 -2.482 -2.907 -0.01 0.05 -0.01
C -0.546 -3.566 -2.018 -0.10 0.07 0.00
N 0.538 -1.716 -0.865 0.45 0.51 -0.57
H 1.848 -4.775 -1.398 0.01 0.00 0.00
H 1.139 -4.145 0.097 -0.03 0.00 -0.01
H 2.598 -3.401 -0.565 0.00 0.01 -0.01
H 1.554 -3.292 -3.640 0.06 -0.01 0.02
H 2.586 -2.234 -2.658 -0.01 0.05 0.02
H 1.100 -1.599 -3.357 -0.06 -0.07 -0.02
H -0.432 -4.198 -2.899 0.01 -0.05 0.04
H -1.299 -2.804 -2.228 0.03 0.00 -0.06
H -0.918 -4.186 -1.200 -0.02 0.05 0.03
```
Positions in Å, forces in eV/Å.

Summary:
* HOMO (spin up / spin down): -7.4 / -7.4 eV
* F_max: 1.01 eV/A
* energy relative to the best compared isomer or geometry (same formula, charge and spin): 0.0 kcal per mole
* total energy: -1726.81912 a.u.

Results of the Löwdin charge analysis, in e, for atoms 1 through 5:
1. Ir 1.333
2. C -0.064
3. C -0.378
4. C -0.074
5. C -0.244